# C39H81N6O10

A 9-piece molecular cluster, C39H81N6O10 overall in a non-equilibrium geometry (ωB97M-V with the def2-TZVPD basis set, OMol25).

```
136
Properties=species:S:1:pos:R:3:forces:R:3:mulliken_charge:R:1
C 21.5172 -0.0366 -20.7665 0.0 -2.2 -1.2 -1.860
C 20.9332 0.7974 -19.7053 1.2 1.1 3.4 1.502
C 21.9792 1.8834 -19.2312 -0.7 2.4 -0.1 -1.211
C 22.1408 3.1282 -20.1408 -1.0 -1.5 -0.9 -0.738
C 20.7700 3.6908 -20.6353 0.9 -0.2 0.2 -1.085
C 19.7118 2.6474 -21.1868 -0.4 0.4 0.3 1.238
N 19.6329 1.4759 -20.2119 -6.0 -3.5 1.6 0.658
O 18.3729 0.9358 -19.8892 8.9 3.7 -1.9 -0.240
C 20.1726 2.1454 -22.5995 -0.2 -0.8 0.1 -1.593
C 18.2933 3.2608 -21.2533 0.7 1.2 -0.7 -1.642
C 20.7925 -0.0152 -18.3664 -2.4 -0.3 -0.1 -1.762
H 20.7090 -0.4986 -21.3334 0.2 0.2 -0.7 0.406
H 21.9175 -0.9203 -20.2695 0.3 0.1 0.1 0.515
H 22.3402 0.3523 -21.3661 -0.5 0.4 -0.1 0.340
H 22.9719 1.4694 -19.0545 -0.3 -0.6 -0.2 0.451
H 21.6772 2.2960 -18.2685 -0.3 -0.4 0.2 0.522
H 22.7083 2.7567 -20.9941 0.1 0.4 -0.3 0.334
H 22.7176 3.9325 -19.6843 -0.1 -0.2 0.2 0.439
H 21.0352 4.3605 -21.4533 -0.4 -0.1 -0.3 0.395
H 20.3610 4.3622 -19.8802 -0.4 -0.4 0.2 0.537
H 20.1251 2.9432 -23.3407 -0.3 0.3 0.4 0.428
H 19.4981 1.3533 -22.9245 -0.1 0.0 -0.1 0.419
H 21.1823 1.7437 -22.6843 0.0 0.1 0.5 0.343
H 17.4327 2.6538 -21.5345 0.4 -0.4 0.5 0.415
H 18.3291 4.0071 -22.0469 0.3 0.0 -0.3 0.433
H 18.1235 3.9073 -20.3923 -0.3 -0.6 0.4 0.426
H 20.3444 0.6073 -17.5919 0.3 0.2 0.0 0.453
H 21.6720 -0.5148 -17.9602 0.6 0.8 -0.6 0.441
H 20.1054 -0.8605 -18.4054 -0.3 0.0 -0.6 0.434
O 24.5029 -3.9233 -25.0365 -0.5 1.9 3.9 -0.598
C 24.8186 -4.0432 -26.1726 -1.6 2.7 -0.3 0.592
N 25.1527 -5.2224 -26.5567 1.8 -4.4 -2.7 -0.368
C 24.8305 -2.9085 -27.1419 0.6 0.2 -1.1 -0.948
H 24.7406 -5.5964 -27.3995 0.7 -0.2 0.0 0.215
H 25.5014 -5.8300 -25.8290 -0.7 -0.3 -0.2 0.229
H 25.5833 -3.1253 -27.8999 0.3 0.2 0.1 0.328
H 25.0824 -1.9889 -26.6136 -0.2 -0.1 -0.1 0.261
H 23.9436 -2.7876 -27.7638 -0.4 0.0 0.5 0.290
O 27.7476 6.6149 -18.2453 -2.9 -0.4 3.0 -0.549
C 28.6617 6.8668 -18.9308 2.4 0.4 -3.2 0.591
N 29.3631 8.0310 -18.8648 0.7 1.1 0.4 -0.379
C 28.9645 5.8971 -20.0566 0.0 -0.1 -1.7 -0.964
H 29.1998 8.6837 -18.1116 -0.4 -0.4 0.1 0.220
H 30.1198 8.3524 -19.4514 -0.2 -0.8 -0.2 0.193
H 29.0538 6.2842 -21.0717 0.4 1.2 0.1 0.330
H 28.0432 5.3487 -20.2525 0.3 -0.7 0.8 0.269
H 29.8656 5.2845 -20.0277 -0.2 -0.2 0.8 0.292
O 20.3082 7.0816 -30.0794 0.0 -0.4 0.4 -0.603
C 20.3740 8.2024 -29.6271 -1.2 -0.2 2.4 0.546
N 20.3796 9.2603 -30.4291 0.1 1.6 -1.3 -0.366
C 20.2985 8.4770 -28.0482 0.9 -1.1 -1.0 -0.833
H 20.7252 10.1852 -30.2163 -0.3 -0.3 0.4 0.211
H 20.2029 9.0656 -31.4042 0.3 0.0 0.0 0.227
H 21.1157 7.8383 -27.7130 0.3 0.3 0.4 0.256
H 19.4528 8.0183 -27.5359 -0.4 0.0 -0.7 0.260
H 20.3892 9.4832 -27.6392 0.2 0.1 -0.6 0.301
C 26.9050 -4.7665 -17.7221 0.0 -1.5 0.4 -1.240
C 26.4602 -6.3128 -17.7642 1.0 1.7 0.2 -0.558
N 25.4235 -6.6981 -16.8041 0.1 0.7 -1.5 -0.048
C 25.8551 -6.4857 -15.4498 -1.6 -0.6 1.4 -0.595
C 27.0461 -7.2720 -15.0082 1.8 0.2 0.0 -1.091
C 25.0054 -8.0399 -17.0964 -3.4 -0.5 0.6 -0.234
C 23.6857 -8.3754 -16.3786 -1.1 0.4 1.9 -1.506
H 27.6923 -4.6086 -16.9850 0.3 0.1 -0.3 0.253
H 26.1387 -4.0328 -17.4719 -0.5 -0.5 0.1 0.311
H 27.2116 -4.5230 -18.7394 0.5 0.1 0.2 0.403
H 26.3472 -6.4260 -18.8424 -1.6 -0.6 0.1 0.417
H 27.2480 -7.0465 -17.5931 1.1 0.6 0.0 0.472
H 25.8130 -5.4503 -15.1118 0.9 0.4 -0.8 0.375
H 25.0427 -6.7981 -14.7937 -0.4 -0.5 -0.2 0.323
H 27.0236 -8.3535 -15.1423 -0.7 0.0 0.1 0.281
H 27.9198 -7.0067 -15.6034 0.2 0.3 0.1 0.278
H 27.3094 -7.0632 -13.9712 -0.1 0.0 0.0 0.399
H 25.5946 -8.9182 -16.8327 1.1 0.3 -0.6 0.248
H 24.5952 -8.0277 -18.1062 1.1 -0.3 -0.5 0.341
H 23.6877 -8.4903 -15.2947 1.1 -0.4 0.4 0.353
H 23.1666 -9.2930 -16.6555 0.2 0.1 -0.7 0.400
H 22.9730 -7.5521 -16.3303 -0.2 0.3 -1.2 0.418
C 6.6545 8.6898 -16.9953 -1.0 0.5 0.6 -1.034
C 7.2230 7.6872 -16.0177 0.9 -1.9 -1.1 -0.667
N 8.1410 6.6997 -16.6996 0.2 0.5 -0.2 0.122
C 7.3933 5.7214 -17.4748 -0.4 -1.8 -0.2 -0.323
C 6.8540 4.5481 -16.6369 -1.0 0.1 1.3 -1.233
C 9.2691 7.3463 -17.4040 1.5 -1.0 1.2 -0.515
C 10.5430 6.3978 -17.4718 -1.3 -1.3 -0.6 -1.272
H 5.9475 8.3179 -17.7369 0.5 -0.8 -0.2 0.283
H 7.4237 9.2710 -17.5039 -0.2 0.2 0.2 0.283
H 5.9412 9.2981 -16.4391 0.4 0.8 0.2 0.412
H 7.7673 8.0868 -15.1620 0.1 0.5 -0.3 0.374
H 6.4531 7.0668 -15.5590 -0.3 0.1 -0.1 0.316
H 6.5347 6.0562 -18.0569 -0.1 1.0 0.1 0.190
H 7.9271 5.1585 -18.2406 1.0 0.8 -0.1 0.343
H 7.3375 3.5737 -16.7059 0.4 0.3 -0.2 0.313
H 6.8197 4.8017 -15.5773 0.4 0.1 0.2 0.322
H 5.7945 4.3554 -16.8057 -0.1 0.0 -0.5 0.347
H 9.7135 8.0925 -16.7454 -0.8 0.6 0.1 0.340
H 8.9783 7.8091 -18.3470 0.2 -0.1 -0.2 0.353
H 10.5702 5.7514 -16.5946 -0.2 0.4 0.5 0.362
H 11.5546 6.7885 -17.5815 -0.4 0.8 -0.1 0.384
H 10.4396 5.6354 -18.2439 -0.1 0.1 -0.5 0.300
O 19.7637 4.9363 -13.8259 1.1 4.2 -1.1 -0.621
C 19.9040 6.1188 -14.2287 -1.2 -2.9 2.1 0.502
O 19.4242 6.4533 -15.4290 -0.8 0.6 -0.9 -0.316
C 19.4163 7.8656 -15.6715 2.5 1.4 0.4 -0.342
C 20.3930 8.4804 -14.5762 -1.0 -0.6 -0.3 -0.465
C 20.4171 7.4129 -13.5152 0.1 -1.7 0.2 -0.416
H 18.4832 8.4256 -15.7339 -0.5 -1.0 0.4 0.292
H 19.9602 8.0833 -16.5906 -0.5 -0.5 -0.4 0.249
H 19.9712 9.3722 -14.1128 0.4 0.3 -0.5 0.293
H 21.3610 8.6178 -15.0580 -0.1 0.3 0.3 0.271
H 19.7529 7.6668 -12.6891 -0.2 -0.3 -0.1 0.256
H 21.3686 7.1756 -13.0394 0.1 0.2 -0.2 0.299
O 22.2306 10.5765 -21.3241 2.4 0.4 -0.1 -0.629
C 23.1301 11.4090 -21.3750 -3.1 -1.2 -0.2 0.517
O 22.7485 12.6748 -21.5893 0.1 0.9 0.2 -0.341
C 23.8192 13.5582 -21.2296 -0.3 0.7 -1.4 -0.355
C 25.0559 12.7942 -21.4468 1.8 -0.9 0.4 -0.510
C 24.6005 11.4030 -21.1234 0.8 -1.5 0.8 -0.409
H 23.7521 13.8069 -20.1705 -0.4 0.6 -0.2 0.292
H 23.8559 14.3479 -21.9800 -0.7 0.7 0.8 0.301
H 25.8165 13.1744 -20.7648 0.2 -0.2 0.0 0.290
H 25.5041 12.8034 -22.4403 -0.4 0.4 -0.2 0.285
H 24.6724 11.1716 -20.0607 0.1 0.2 0.3 0.219
H 25.2010 10.6130 -21.5743 -0.5 -0.1 -0.3 0.341
O 19.2541 0.2688 -30.1098 -1.4 1.7 -0.3 -0.607
C 18.2957 1.0254 -30.0074 1.4 -3.0 0.0 0.518
O 17.9021 1.3846 -28.7673 -1.5 0.9 -0.4 -0.338
C 16.6482 2.1374 -28.8838 -0.2 -0.3 -1.3 -0.392
C 16.0176 1.8056 -30.2784 1.3 0.3 -0.2 -0.567
C 17.3008 1.4389 -31.1008 -0.4 0.1 1.7 -0.343
H 16.9066 3.1916 -28.9834 0.0 0.1 0.8 0.283
H 15.9677 1.8801 -28.0720 0.5 0.2 0.2 0.315
H 15.6094 2.7178 -30.7136 -0.3 -0.1 0.2 0.280
H 15.2507 1.0315 -30.3028 0.2 -0.1 0.2 0.314
H 17.7175 2.3517 -31.5265 -0.1 -0.3 -0.6 0.259
H 17.1174 0.6062 -31.7798 0.5 0.4 -0.2 0.278
```
Forces are in eV/Å.

The value obtained for the gap between HOMO and LUMO is 2.51 eV. Its net charge is +1. As for the HOMO energy: -9.27 eV.